No. 1
Molecular formula: C30H72BFIN14O11
Method: DFT, ωB97M-V with the def2-TZVPD basis set

CARTESIAN COORDINATES (ANGSTROEM)
C1 1.2820 -0.6210 4.8181
O1 1.5433 0.1602 3.6196
C2 0.2900 0.3684 2.8820
N1 0.3781 0.5688 1.4038
C3 1.3587 -0.5632 1.0558
C4 1.4204 -1.1238 -0.4108
C5 2.9719 -1.4463 -0.7716
F1 3.0732 -2.2992 -1.9323
C6 1.1414 1.8100 0.9343
C7 2.1302 2.4749 1.9823
C8 3.0169 3.7128 1.5654
C9 3.9625 3.5218 0.2849
C10 4.8215 2.1688 0.2948
N2 5.5468 1.9724 -1.0027
C11 6.9771 2.1099 -0.6964
C12 7.9448 0.9559 -1.2839
O2 7.4638 3.0574 -0.0357
C13 0.2384 2.8379 0.0522
O3 0.9176 3.9641 -0.4959
C14 -1.0830 3.1286 0.8908
O4 -0.8380 3.2465 2.3540
B1 -1.8355 4.5370 0.6616
C15 -3.3979 4.8578 0.4224
O5 -1.0145 5.7455 0.7842
C16 -1.8920 1.7703 0.6181
C17 -2.8656 1.7421 -0.6360
C18 -2.4405 2.0440 -2.1113
C19 -1.5361 0.9228 -2.8777
C20 -1.8491 3.4478 -2.5575
C21 -0.9758 0.4074 0.7674
C22 -1.9571 -0.7335 1.1960
C23 -1.9983 -2.1191 0.3990
C24 -1.8924 -2.0659 -1.1831
I1 -0.7638 -3.7155 1.3217
H1 2.1393 -0.5376 5.5550
H2 0.2623 -0.3461 5.2810
H3 1.2093 -1.7174 4.4916
H4 -0.1575 -0.6597 3.1675
H5 -0.3113 1.1124 3.4794
H6 1.1949 -1.4871 1.7252
H7 2.4406 -0.2460 1.2990
H8 0.8523 -2.0799 -0.6337
H9 1.0962 -0.3686 -1.2211
H10 3.5695 -1.8160 0.1207
H11 3.4068 -0.4323 -1.1060
H12 1.8874 1.4733 0.1126
H13 1.6621 2.7164 3.0064
H14 2.9311 1.6694 2.2071
H15 2.4163 4.6855 1.4250
H16 3.7259 3.9429 2.4455
H17 4.7294 4.3822 0.3288
H18 3.4398 3.6260 -0.7182
H19 5.4900 2.0570 1.2182
H20 4.0537 1.3062 0.3733
H21 5.3445 1.0319 -1.3854
H22 9.0187 1.1405 -0.9434
H23 7.5533 -0.0590 -0.9556
H24 7.9147 1.0428 -2.4224
H25 -0.0117 2.2332 -0.9027
H26 1.3961 3.7549 -1.3241
H27 -1.7322 3.4936 2.6979
H28 -3.6161 5.9878 0.4639
H29 -3.8378 4.4850 -0.5557
H30 -3.9810 4.3865 1.2988
H31 -0.6248 5.7794 1.6911
H32 -2.5915 1.6957 1.5400
H33 -3.8213 2.3434 -0.4007
H34 -3.3011 0.6691 -0.7116
H35 -3.4273 1.9700 -2.7174
H36 -1.3614 1.3742 -3.9248
H37 -0.5019 0.7916 -2.4238
H38 -2.1136 -0.0373 -3.0532
H39 -0.7145 3.5734 -2.4044
H40 -1.9734 3.5004 -3.7047
H41 -2.4327 4.3673 -2.1821
H42 -0.7837 0.2718 -0.3640
H43 -1.9771 -1.0544 2.3045
H44 -3.0447 -0.3459 1.1169
H45 -3.0570 -2.5400 0.5970
H46 -2.9195 -1.7571 -1.6025
H47 -1.0344 -1.4731 -1.6201
H48 -1.7500 -3.1495 -1.5501
C25 -0.2576 -2.3592 -4.5605
O6 -1.4413 -2.2782 -4.2653
N3 0.1975 -2.1450 -5.8190
N4 0.7038 -2.6709 -3.6538
H49 1.1642 -2.2069 -6.0823
H50 -0.4859 -1.9116 -6.5206
H51 0.4050 -2.8383 -2.7082
H52 1.6802 -2.7427 -3.8756
C26 0.5970 9.8358 1.6640
O7 1.4179 10.6604 2.0307
N5 0.9273 8.5489 1.3822
N6 -0.7182 10.1320 1.5056
H53 0.2670 7.8552 1.0791
H54 1.8941 8.2903 1.4877
H55 -1.0027 11.0767 1.7048
H56 -1.4085 9.4683 1.2049
C27 4.2223 -6.0325 -3.1057
O8 3.8387 -7.1787 -3.2747
N7 5.5195 -5.6645 -3.2598
N8 3.3834 -5.0255 -2.7485
H57 5.8549 -4.7284 -3.1257
H58 6.1720 -6.3840 -3.5244
H59 2.4126 -5.2608 -2.6250
H60 3.6766 -4.0775 -2.6043
C28 -4.6612 -5.8432 0.9659
O9 -4.9568 -4.7555 0.4741
N9 -5.4118 -6.9561 0.7851
N10 -3.5598 -6.0220 1.7292
H61 -5.1849 -7.8524 1.1781
H62 -6.2409 -6.8645 0.2220
H63 -2.9806 -5.2155 1.8816
H64 -3.2977 -6.9066 2.1438
C29 -1.5125 -8.6669 0.8887
O10 -2.5831 -8.5118 1.4631
N11 -1.3228 -8.3166 -0.4058
N12 -0.4270 -9.2020 1.4987
H65 -0.4546 -8.4352 -0.8958
H66 -2.1079 -7.9152 -0.8926
H67 -0.5300 -9.4753 2.4622
H68 0.4585 -9.3377 1.0459
C30 -6.0315 0.3897 1.8669
O11 -5.2017 1.2182 2.2270
N13 -5.7041 -0.8975 1.5959
N14 -7.3428 0.6891 1.7089
H69 -6.3633 -1.5952 1.2989
H70 -4.7386 -1.1543 1.7043
H71 -7.6238 1.6365 1.9011
H72 -8.0364 0.0255 1.4151

Atomic forces in eV per Å
-0.72 -1.03 -0.20
-0.37 0.88 -0.53
-0.70 -1.86 4.64
1.97 -1.17 0.87
1.82 -2.88 -0.45
0.83 0.10 -1.83
-0.56 1.86 -0.21
-0.21 1.00 1.91
2.04 2.85 -2.21
0.84 -0.81 1.59
0.36 1.01 -0.52
1.19 0.42 0.57
-2.31 -0.17 0.36
2.05 -0.48 1.98
2.01 0.97 0.16
-0.61 0.99 -0.14
-2.25 -3.04 -1.98
-0.49 -1.19 -0.39
0.14 -0.30 0.82
-0.02 -1.15 -1.31
-0.74 0.06 -0.81
0.45 2.57 -1.02
-0.62 0.32 0.33
-1.17 -1.86 1.39
-0.78 0.52 2.65
-1.08 -1.11 -0.03
0.07 -0.31 -2.10
-0.63 1.22 -0.62
-0.08 0.61 -0.87
-2.23 0.86 -3.59
-1.23 -1.48 1.19
-1.67 0.48 -0.51
-0.21 -1.43 0.10
-0.08 0.79 -0.39
-1.14 0.29 -1.09
1.70 -0.19 -0.43
0.04 1.27 0.54
-0.23 1.63 -1.73
0.59 -0.18 -1.48
-0.16 1.65 -0.89
-2.02 0.06 -0.04
0.43 1.24 0.86
0.37 -1.04 1.32
-0.75 -0.13 -1.37
-0.35 -1.62 0.53
-1.35 0.04 1.28
0.40 -0.44 -1.79
-1.44 1.06 -0.13
0.75 -1.67 0.13
-1.17 -0.63 -1.17
-1.18 -1.25 -0.20
0.54 -0.32 1.33
-0.82 0.47 -1.41
1.13 1.09 -0.12
0.44 0.88 0.31
-1.70 -0.27 -0.34
0.61 1.20 -0.46
-0.01 -0.30 1.46
-0.36 0.65 1.85
-0.54 -0.18 0.78
1.03 -0.46 0.05
0.56 -1.72 0.00
0.48 0.23 1.37
0.57 0.46 -1.33
0.11 -0.22 -1.12
0.78 0.19 -1.50
1.78 -0.72 -0.10
0.77 1.53 0.28
1.37 0.14 1.20
-0.15 -0.82 1.55
-1.23 -0.14 -0.45
1.05 1.03 0.50
-1.82 -0.11 0.11
0.17 -0.13 1.75
1.10 -1.46 -0.28
0.23 -0.35 1.92
0.52 0.88 -1.57
1.95 -0.12 -0.29
1.80 0.44 -0.16
1.74 -0.15 0.56
-1.27 -0.48 0.64
-0.30 1.67 0.49
-0.44 -0.01 -0.20
0.12 0.06 0.09
-0.05 0.21 -0.55
0.30 -0.06 0.64
-0.07 -0.04 0.02
0.12 -0.07 0.09
0.07 -0.07 -0.20
-0.07 -0.02 0.01
0.37 0.49 0.19
-0.13 -0.17 -0.06
0.37 -0.79 -0.02
-0.65 0.35 0.00
0.01 0.09 -0.13
-0.16 0.09 -0.04
0.06 -0.16 -0.04
0.09 0.03 0.00
-0.13 -0.63 -0.14
0.02 0.20 0.08
0.67 -0.04 -0.12
-0.59 0.37 0.12
-0.05 -0.08 -0.01
-0.10 0.12 0.04
0.17 0.02 -0.04
0.02 -0.14 0.06
0.19 0.02 0.19
0.00 0.27 -0.09
-0.63 -0.24 -0.33
0.18 0.43 0.52
0.18 0.08 -0.03
0.14 -0.02 0.10
-0.15 -0.13 0.03
-0.03 0.14 -0.38
0.04 -0.07 -0.10
0.06 -0.44 0.10
-0.28 0.31 -0.47
0.24 -0.14 0.58
-0.06 -0.05 0.05
0.12 -0.07 0.06
0.03 -0.01 -0.17
-0.09 -0.01 -0.01
-0.01 0.11 0.06
0.21 0.01 -0.11
0.37 -0.38 -0.14
-0.36 0.44 0.01
0.09 -0.03 0.02
-0.28 -0.14 0.08
0.01 -0.17 -0.02
0.07 0.02 0.03

Charge: +1
Gap between HOMO and LUMO in eV: 8.85
Spin multiplicity: 1
HOMO level in eV: -11.1

No. 2
Molecular formula: C30H72CuN6O14
Method: DFT, ωB97M-V with the def2-TZVPD basis set

CARTESIAN COORDINATES (ANGSTROEM)
Cu1 3.3625 3.7597 -0.3077
C1 2.8724 -2.0729 3.1843
C2 3.7539 -1.3098 2.1548
N1 4.2474 -2.1218 1.0810
C3 3.4861 -2.6938 0.1217
C4 4.3082 -3.2006 -0.8367
N2 5.6048 -3.0452 -0.3849
C5 5.5802 -2.4151 0.7921
C6 6.8402 -3.4835 -1.0649
H1 2.0453 -2.6503 2.7712
H2 2.6097 -1.4662 4.0509
H3 3.4505 -2.8439 3.6937
H4 4.6060 -0.8342 2.6405
H5 3.1282 -0.5186 1.7418
H6 2.4215 -2.5554 0.2403
H7 4.1077 -3.7745 -1.7293
H8 6.4337 -2.1157 1.3823
H9 7.0372 -3.1592 -2.0867
H10 6.8821 -4.5717 -1.0184
H11 7.7094 -3.1644 -0.4899
N3 1.1859 0.9520 -0.0050
O1 2.0228 1.7975 -0.1605
O2 0.1340 1.2139 0.5706
O3 1.4596 -0.1317 -0.5270
C7 -2.0862 -3.8242 6.8323
C8 -1.0349 -4.5005 5.9672
O4 -1.2500 -4.1041 4.5983
C9 -0.9277 -2.8592 4.1666
O5 -0.5750 -1.9301 4.9120
O6 -1.1530 -2.8107 2.8168
C10 -0.8681 -1.6757 2.0381
H12 -2.0421 -4.1284 7.8781
H13 -3.0942 -4.1223 6.5441
H14 -1.8281 -2.7655 6.8579
H15 -1.0845 -5.5892 5.9874
H16 -0.0011 -4.2170 6.1648
H17 -1.3831 -1.8015 1.0857
H18 0.1841 -1.4222 1.9085
H19 -1.3996 -0.8240 2.4625
C11 -3.3324 -0.5954 -5.7199
O7 -3.1313 0.3974 -4.6729
C12 -2.2324 1.4207 -5.0678
C13 -1.8985 2.4570 -4.0107
N4 -3.1127 3.0895 -3.4335
C14 -2.8740 3.6144 -2.0804
C15 -2.7374 2.5520 -0.9072
O8 -3.9904 1.9966 -0.6368
C16 -4.0405 1.2748 0.6112
H20 -4.2284 -1.1739 -5.4948
H21 -2.4621 -1.2512 -5.7437
H22 -3.4829 -0.0713 -6.6637
H23 -2.6844 1.9169 -5.9266
H24 -1.2586 1.0099 -5.3344
H25 -1.3239 3.2128 -4.5462
H26 -1.2628 2.0782 -3.2104
H27 -3.9047 2.4631 -3.4110
H28 -3.6410 4.3048 -1.7295
H29 -1.9714 4.2254 -2.0868
H30 -2.4888 3.0291 0.0408
H31 -1.9489 1.8428 -1.1590
H32 -5.0263 0.8518 0.8046
H33 -3.8065 2.0181 1.3734
H34 -3.3756 0.4112 0.6243
C17 -5.8413 -1.7446 -0.6740
O9 -4.4006 -1.8256 -0.5335
C18 -3.7441 -1.5685 -1.7804
C19 -2.2249 -1.4852 -1.6333
N5 -1.7919 -2.8695 -1.2590
C20 -0.3512 -2.9652 -1.2503
C21 0.2499 -4.3565 -0.9762
O10 0.1740 -4.9367 0.3371
C22 -1.0784 -5.2106 0.8393
H35 -6.1302 -0.7435 -0.9940
H36 -6.3656 -2.1138 0.2074
H37 -6.1103 -2.4365 -1.4721
H38 -4.1927 -0.6610 -2.1846
H39 -3.9457 -2.3217 -2.5421
H40 -1.9467 -0.7068 -0.9227
H41 -1.7875 -1.2495 -2.6034
H42 -2.1760 -3.0901 -0.3513
H43 -0.0220 -2.2362 -0.5098
H44 0.0299 -2.6933 -2.2346
H45 1.3031 -4.4183 -1.2503
H46 -0.1271 -4.9903 -1.7789
H47 -1.6189 -4.2823 1.0243
H48 -1.1173 -5.7605 1.7796
H49 -1.6551 -5.7403 0.0811
C23 1.6058 3.0175 -2.9286
O11 1.9157 3.9819 -1.9358
C24 0.9871 5.0877 -1.9529
C25 1.6300 6.1494 -1.0925
N6 2.0938 5.6745 0.1955
C26 1.0500 5.3936 1.1186
C27 1.6946 4.8096 2.4196
O12 2.4435 3.6662 2.0458
C28 2.7716 2.8448 3.1791
H50 0.6093 2.5950 -2.7998
H51 2.3390 2.2112 -2.9469
H52 1.6045 3.4591 -3.9251
H53 0.0204 4.7801 -1.5542
H54 0.9341 5.3956 -2.9972
H55 0.9844 7.0051 -0.8949
H56 2.5095 6.5548 -1.5929
H57 2.4213 6.5685 0.5328
H58 0.3339 4.7391 0.6216
H59 0.4837 6.2745 1.4211
H60 0.9445 4.6798 3.1997
H61 2.4261 5.5273 2.7912
H62 1.8846 2.6274 3.7742
H63 3.3491 3.5216 3.8088
H64 3.3398 1.9551 2.9077
C29 -1.5126 2.0415 3.6067
O13 -0.9771 2.7485 2.4879
H65 -2.0014 1.1370 3.2446
H66 -0.7272 1.7640 4.3097
H67 -2.2744 2.5860 4.1645
H68 -0.6931 2.1495 1.7936
C30 2.9618 -0.8277 -3.5496
O14 1.5720 -0.7352 -3.2381
H69 3.5573 0.0618 -3.3442
H70 3.3338 -1.6449 -2.9316
H71 3.1721 -0.9538 -4.6116
H72 1.5531 -0.5350 -2.2994

Atomic forces in eV per Å
-1.36 0.40 0.60
1.33 -0.75 0.40
-1.27 0.37 1.65
3.36 -1.31 -0.67
-0.48 0.62 -0.41
0.04 -0.79 0.20
0.18 0.63 0.06
-2.29 0.82 -0.09
0.74 -0.84 0.69
-0.27 0.60 -0.20
-0.54 0.45 -0.54
0.46 -0.21 -0.25
-0.06 -0.12 0.04
0.22 0.08 -0.36
0.01 -0.28 -0.55
-0.04 0.22 0.08
-0.11 -0.02 -0.08
-0.88 0.29 0.08
-0.18 0.00 -0.23
-0.24 0.24 0.17
-0.08 0.76 -0.48
2.26 2.86 0.19
-0.86 -1.21 0.06
-1.04 -3.18 0.01
0.79 -0.30 0.78
0.07 0.58 0.23
0.11 0.79 -2.16
-0.06 1.06 2.32
-0.46 -2.09 -2.57
0.46 -1.25 1.09
-0.93 1.26 0.63
0.41 -0.31 0.04
0.06 0.55 -0.45
-0.79 0.08 -0.30
-0.18 0.12 -0.27
-0.11 0.11 0.60
0.29 -0.33 0.00
0.02 -0.26 0.07
0.38 0.26 0.16
0.19 1.07 0.86
-0.13 -0.67 0.26
0.12 -0.03 -0.11
-1.77 0.19 0.43
0.74 0.23 0.64
0.01 -0.80 1.03
-0.18 1.48 -0.46
-1.07 -1.67 -0.28
0.05 0.83 -0.65
0.07 0.14 0.17
0.06 -0.06 -0.30
0.10 -0.20 -0.17
0.18 0.21 -0.21
0.08 -0.33 -0.45
0.12 0.19 0.03
0.07 -0.48 -0.02
0.06 -0.25 -0.12
-0.38 -0.09 -0.46
0.21 -0.13 -0.13
0.86 0.54 -0.11
0.01 -0.57 0.07
-0.18 0.41 -0.40
0.19 -0.36 0.46
0.48 0.11 0.03
0.65 -0.67 -0.89
0.49 -0.25 -0.11
-1.11 0.62 0.22
-1.91 -1.39 -1.28
1.87 3.74 1.41
0.75 -2.08 -0.71
-0.19 -0.93 0.46
1.90 0.90 -1.05
-2.06 0.30 -0.64
-0.09 0.11 0.33
0.49 0.43 0.22
-0.23 -0.02 -0.19
0.59 0.44 -0.17
-0.26 -0.48 0.09
0.43 -0.32 0.60
0.08 0.10 0.02
-1.06 -1.10 0.14
0.08 0.53 0.19
0.01 0.50 0.01
0.19 0.78 0.40
-0.79 -0.59 0.26
-0.18 0.14 0.37
0.70 0.00 -0.18
-0.23 -0.45 0.02
-0.13 -0.25 -0.50
-0.08 -0.11 -0.19
1.08 -0.35 0.20
-0.19 0.58 -0.75
1.35 0.75 -0.45
-0.78 -1.26 1.79
-0.08 0.61 -1.46
-0.40 -1.30 0.01
-0.13 1.66 0.22
0.04 -0.07 0.37
0.00 0.15 0.39
0.12 0.31 -0.10
-0.06 -0.16 -0.20
-0.45 0.33 0.09
-0.55 0.01 -0.50
-0.01 -0.10 -0.24
1.30 -0.19 0.49
0.01 -0.50 0.56
-0.05 0.34 -0.09
-0.06 -0.62 -0.15
-0.02 0.47 0.16
-0.22 -0.44 -0.30
0.58 -0.45 0.41
-0.17 0.21 -0.25
0.19 -0.51 -0.60
-0.54 0.87 0.83
-0.05 -0.23 0.19
0.08 -0.10 0.07
0.15 0.49 -0.35
0.17 -0.18 0.14
0.04 -0.11 0.19
0.37 0.19 -0.90
-0.27 0.37 0.59
0.63 -0.13 -0.40
-0.62 -0.61 0.00
-0.23 0.35 0.51

Charge: +2
Gap between HOMO and LUMO (spin up / spin down) in eV: 7.58 / 3.22
Spin multiplicity: 2
HOMO level (spin up / spin down) in eV: -12.2 / -12.2